Record 1
72
Properties=species:S:1:pos:R:3:lowdin_spin:R:1 method="wB97M-V/def2-TZVPD" s_squared=0.764 multiplicity=2 relative_energy_kcal_mol=13.8 orbital_gap_ev="3.4872 / 5.8266" total_charge=-2
Hg 0.62 -0.39 1.04 0.00
Cl -2.34 -5.70 4.73 0.00
C -1.41 -4.30 4.30 0.00
C -0.74 -3.59 5.27 0.00
Cl -0.83 -4.07 6.94 0.00
C 0.04 -2.48 4.90 0.00
Cl 0.87 -1.56 6.11 0.00
C 0.19 -2.07 3.57 0.00
O 0.95 -1.07 3.24 0.00
C -0.57 -2.78 2.55 0.00
O -0.54 -2.40 1.31 0.00
C -1.32 -3.88 2.96 0.00
Cl -2.21 -4.74 1.74 0.00
N 2.74 -0.93 -1.71 0.03
P 1.23 -0.03 -1.79 0.12
C 1.65 1.63 -2.30 0.18
C 1.45 2.74 -1.45 0.08
C 1.90 3.99 -1.79 0.07
C 2.61 4.20 -3.00 0.20
C 2.85 3.11 -3.84 0.03
C 2.40 1.85 -3.51 0.14
C 0.65 -0.72 -3.39 0.02
C -0.40 -0.03 -4.01 0.01
C -0.99 -0.52 -5.16 0.00
C -0.58 -1.73 -5.70 0.00
C 0.41 -2.46 -5.06 0.00
C 1.01 -1.96 -3.91 0.00
C 3.44 -0.99 -0.54 0.01
C 4.84 -1.08 -0.52 0.00
C 5.49 -1.19 0.69 0.01
C 4.73 -1.18 1.87 0.01
C 3.36 -1.07 1.76 0.01
N 2.71 -0.98 0.59 0.01
H 3.31 -0.88 -2.54 0.00
H 0.91 2.60 -0.52 0.00
H 1.70 4.83 -1.14 0.00
H 2.98 5.19 -3.25 0.02
H 3.40 3.25 -4.76 0.00
H 2.57 1.02 -4.19 0.01
H -0.73 0.91 -3.58 0.01
H -1.78 0.05 -5.64 0.00
H -1.05 -2.12 -6.60 0.00
H 0.73 -3.41 -5.46 0.00
H 1.78 -2.55 -3.41 0.00
H 5.39 -1.08 -1.45 0.00
H 6.57 -1.28 0.73 0.00
H 5.20 -1.27 2.84 0.00
H 2.72 -1.06 2.64 0.00
C -3.70 1.33 -2.63 0.00
C -3.11 2.52 -2.24 0.00
C -2.35 2.58 -1.07 0.00
C -2.17 1.45 -0.28 0.00
C -2.75 0.25 -0.70 0.00
C -3.51 0.19 -1.86 0.00
Si -1.04 1.47 1.25 0.00
C -2.13 1.31 2.80 0.00
C -2.63 0.07 3.20 0.00
C -3.35 -0.06 4.38 0.00
C -3.59 1.05 5.18 0.00
C -3.10 2.29 4.80 0.00
C -2.38 2.42 3.62 0.00
H -4.28 1.28 -3.54 0.00
H -3.23 3.41 -2.85 0.00
H -1.88 3.51 -0.79 0.00
H -2.59 -0.66 -0.12 0.00
H -3.94 -0.75 -2.18 0.00
H -0.64 2.92 1.31 0.00
H -2.42 -0.81 2.60 0.00
H -3.70 -1.04 4.69 0.00
H -4.14 0.94 6.11 0.00
H -3.28 3.16 5.42 0.00
H -1.99 3.39 3.33 0.00

Record 2
73
Properties=species:S:1:pos:R:3:lowdin_spin:R:1 method="wB97M-V/def2-TZVPD" s_squared=8.782 multiplicity=6 relative_energy_kcal_mol=0.0 orbital_gap_ev="7.8814 / 5.6475" total_charge=+1
Fe 0.52 1.24 0.42 3.76
Cl 7.16 0.39 3.25 0.00
C 5.55 0.31 2.63 0.01
C 4.67 -0.68 3.10 0.00
C 3.38 -0.76 2.64 0.01
C 2.90 0.15 1.69 0.01
O 1.65 0.05 1.27 0.12
C 3.79 1.13 1.21 0.01
C 3.40 2.06 0.20 0.00
O 2.28 2.09 -0.33 0.07
C 5.12 1.21 1.70 0.00
H 5.03 -1.39 3.84 0.00
H 2.71 -1.53 3.00 0.00
H 4.14 2.79 -0.13 0.00
H 5.78 1.97 1.32 0.00
Se 0.22 2.87 2.06 0.61
C -0.93 4.26 2.53 0.08
C -2.07 4.58 1.78 0.05
C -2.87 5.63 2.18 0.00
C -2.55 6.35 3.33 0.07
C -1.42 6.02 4.08 -0.01
C -0.60 4.98 3.68 0.06
H -2.32 4.01 0.90 0.00
H -3.75 5.88 1.61 0.00
H -3.18 7.17 3.64 0.00
H -1.18 6.58 4.97 0.00
H 0.27 4.71 4.26 0.00
F -3.50 -7.46 -0.02 0.00
C -2.73 -6.38 0.19 0.00
C -1.39 -6.57 0.46 0.00
C -0.60 -5.45 0.67 0.00
C -1.13 -4.16 0.60 0.00
C -2.49 -4.02 0.34 0.00
C -3.30 -5.13 0.13 0.00
Sb 0.23 -2.54 0.96 0.00
C -1.20 -1.03 0.38 0.02
C -1.81 -1.05 -0.89 0.00
C -2.84 -0.19 -1.22 0.01
C -3.26 0.73 -0.27 0.00
F -4.24 1.59 -0.60 0.00
C -2.71 0.79 0.98 0.01
C -1.68 -0.10 1.31 0.01
C 1.12 -2.63 -1.01 0.00
C 2.25 -1.86 -1.30 0.00
C 2.77 -1.80 -2.59 0.00
C 2.14 -2.51 -3.59 0.00
F 2.61 -2.42 -4.85 0.00
C 1.05 -3.32 -3.34 0.00
C 0.55 -3.38 -2.05 0.00
H -0.98 -7.57 0.51 0.00
H 0.46 -5.60 0.90 0.00
H -2.95 -3.04 0.30 0.00
H -4.36 -5.04 -0.07 0.00
H -1.48 -1.77 -1.63 0.00
H -3.32 -0.22 -2.19 0.00
H -3.10 1.50 1.71 0.00
H -1.31 -0.11 2.33 0.00
H 2.75 -1.30 -0.52 0.00
H 3.65 -1.21 -2.82 0.00
H 0.60 -3.88 -4.15 0.00
H -0.31 -4.01 -1.85 0.00
N -0.07 0.38 -4.82 0.00
C -0.41 1.15 -3.76 0.00
C 0.13 0.91 -2.48 0.01
N -0.23 1.65 -1.45 0.04
C -1.10 2.65 -1.63 0.01
C -1.62 2.87 -2.89 0.00
N -1.29 2.13 -3.95 0.00
H 0.67 -0.30 -4.75 0.00
H -0.41 0.64 -5.72 0.00
H 0.83 0.10 -2.31 0.00
H -1.37 3.25 -0.78 0.00
H -2.33 3.67 -3.06 0.00

Record 3
69
Properties=species:S:1:pos:R:3:mulliken_charge:R:1 method="wB97M-V/def2-TZVPD" relative_energy_kcal_mol=0.8 orbital_gap_ev=6.2585 total_charge=-1
Pd -0.10 0.51 1.31 -0.76
Cl -0.50 -6.29 1.82 -0.28
C -0.18 -4.66 2.41 0.16
C 0.91 -4.44 3.24 -0.53
C 1.18 -3.17 3.69 -0.45
C 0.37 -2.05 3.34 0.34
O 0.66 -0.86 3.72 -0.90
C -0.75 -2.32 2.49 1.26
C -1.60 -1.26 1.96 0.12
N -1.82 -0.10 2.51 -1.00
C -2.91 0.64 2.03 -0.21
C -4.20 0.15 2.09 -0.18
C -5.28 0.92 1.62 -0.60
C -5.09 2.17 1.09 -1.02
C -3.78 2.70 1.01 1.57
C -3.49 3.94 0.40 -0.74
C -2.20 4.35 0.29 -0.55
C -1.18 3.54 0.82 -0.45
N -1.40 2.39 1.40 -0.49
C -2.69 1.94 1.49 0.34
C -0.99 -3.62 2.03 -0.97
H 1.54 -5.27 3.52 0.39
H 2.04 -2.98 4.32 0.40
H -2.23 -1.56 1.11 0.31
H -4.37 -0.83 2.50 0.53
H -6.28 0.50 1.69 0.37
H -5.92 2.75 0.72 0.37
H -4.31 4.54 0.01 0.38
H -1.94 5.29 -0.18 0.40
H -0.14 3.86 0.76 0.43
H -1.81 -3.79 1.34 0.38
O 2.97 0.00 3.21 -0.60
N 2.90 -0.08 1.85 0.21
C 3.67 0.74 1.27 -0.87
C 3.78 0.82 -0.20 0.56
C 5.04 1.17 -0.70 -0.79
C 5.29 1.24 -2.05 -0.56
C 4.27 0.95 -2.95 -0.87
C 3.01 0.63 -2.47 -0.03
C 2.73 0.58 -1.10 0.00
P 0.99 0.21 -0.57 1.92
C 0.88 -1.48 -1.30 0.74
C 1.15 -2.53 -0.42 -0.54
C 1.12 -3.85 -0.87 -0.59
C 0.80 -4.12 -2.20 -0.64
C 0.52 -3.08 -3.07 -0.80
C 0.56 -1.76 -2.63 -0.08
C 0.04 1.24 -1.77 0.05
C -1.28 0.88 -2.05 -0.31
C -2.11 1.72 -2.77 -0.80
C -1.64 2.95 -3.22 -0.51
C -0.34 3.33 -2.93 -0.78
C 0.49 2.48 -2.22 -0.43
H 2.09 -0.42 3.51 0.45
H 4.31 1.40 1.86 0.34
H 5.83 1.37 0.01 0.42
H 6.28 1.50 -2.41 0.37
H 4.44 0.99 -4.01 0.41
H 2.22 0.43 -3.17 0.24
H 1.37 -2.31 0.61 0.25
H 1.31 -4.65 -0.18 0.44
H 0.76 -5.15 -2.54 0.39
H 0.27 -3.29 -4.10 0.40
H 0.33 -0.96 -3.31 0.31
H -1.66 -0.06 -1.67 0.47
H -3.14 1.42 -2.96 0.41
H -2.30 3.62 -3.77 0.38
H 0.04 4.29 -3.27 0.39
H 1.51 2.79 -2.00 0.46

Record 4
67
Properties=species:S:1:pos:R:3:mulliken_charge:R:1 method="wB97M-V/def2-TZVPD" relative_energy_kcal_mol=0.0 orbital_gap_ev=6.7613 total_charge=+2
Ta 11.71 12.02 11.05 1.04
S 14.03 11.98 11.42 -0.35
P 13.13 11.40 13.34 0.67
C 11.46 11.57 13.03 -0.10
P 10.12 10.37 12.95 1.11
S 10.06 10.14 10.89 -0.42
C 8.51 11.10 13.38 0.78
C 8.30 12.42 12.97 -0.51
C 7.09 13.04 13.33 -0.57
C 6.13 12.36 14.00 -0.74
C 6.35 11.03 14.39 -0.55
C 7.54 10.36 14.07 -0.42
C 10.41 8.83 13.76 0.46
C 10.23 8.73 15.16 -0.23
C 10.32 7.52 15.82 -0.90
C 10.53 6.39 15.04 -0.44
C 10.75 6.44 13.67 -0.74
C 10.66 7.65 13.03 -0.44
C 13.73 12.59 14.56 0.30
C 12.93 13.39 15.33 -0.06
C 13.46 14.17 16.39 -0.80
C 14.79 14.03 16.70 -0.33
C 15.58 13.18 15.96 -0.75
C 15.07 12.51 14.90 -0.34
C 13.76 9.74 13.68 0.74
C 13.73 9.37 15.01 -0.44
C 14.00 8.03 15.35 -0.77
C 14.29 7.14 14.33 -0.50
C 14.34 7.55 12.98 -0.77
C 14.04 8.86 12.64 -0.46
H 9.11 12.91 12.46 0.16
H 7.03 14.10 13.09 0.42
H 5.23 12.80 14.26 0.51
H 5.61 10.43 14.95 0.37
H 7.76 9.37 14.40 0.53
H 10.08 9.63 15.75 0.55
H 10.29 7.37 16.94 0.42
H 10.52 5.41 15.50 0.41
H 11.03 5.57 13.10 0.47
H 10.70 7.73 11.97 0.41
H 11.87 13.47 15.04 0.38
H 12.83 14.82 17.06 0.35
H 15.28 14.59 17.54 0.35
H 16.57 12.96 16.22 0.48
H 15.74 11.81 14.44 0.40
H 13.53 10.10 15.73 0.61
H 13.91 7.76 16.39 0.48
H 14.55 6.13 14.61 0.47
H 14.65 6.85 12.18 0.43
H 14.13 9.18 11.56 0.26
I 12.05 11.69 8.24 0.05
C 11.31 13.68 7.98 0.48
C 11.20 14.09 6.70 -0.64
C 10.74 15.35 6.41 -0.79
C 10.46 16.19 7.44 -0.75
C 10.65 15.79 8.81 0.82
C 10.57 16.75 9.84 -0.64
C 10.76 16.40 11.18 -1.13
C 10.96 15.05 11.50 -0.29
C 11.11 14.04 10.51 0.71
C 11.06 14.46 9.13 -0.07
H 11.47 13.42 5.92 0.43
H 10.67 15.65 5.38 0.43
H 10.06 17.20 7.29 0.39
H 10.48 17.79 9.57 0.42
H 10.68 17.09 11.99 0.45
H 11.06 14.74 12.59 0.22

Record 5
69
Properties=species:S:1:pos:R:3:mulliken_charge:R:1 method="wB97M-V/def2-TZVPD" smiles="CC[C@H](F)[C@@H]1COC(=O)C1.O=C1c2ccccc2C(=O)c2ccccc21.O=C1c2ccccc2C(=O)c2ccccc21" orbital_gap_ev=8.7524 total_charge=0
C 4.45 2.93 1.74 -1.10
C 3.48 2.56 0.52 -0.07
C 3.10 1.01 0.40 0.16
F 1.87 0.71 1.15 -0.19
C 4.28 -0.01 0.72 -0.28
C 5.57 -0.02 -0.24 -0.42
O 6.28 -1.22 0.22 -0.36
C 5.47 -2.09 1.04 0.53
O 5.83 -3.01 1.78 -0.56
C 3.97 -1.58 0.70 -0.13
H 4.92 3.95 1.47 0.35
H 5.34 2.22 1.88 0.30
H 3.89 3.12 2.73 0.27
H 2.49 3.12 0.70 -0.26
H 3.90 3.01 -0.46 0.44
H 2.80 0.83 -0.70 0.17
H 4.74 0.14 1.76 0.37
H 5.24 -0.35 -1.30 0.28
H 6.19 0.94 -0.30 0.30
H 3.86 -1.94 -0.39 0.31
H 3.18 -1.97 1.43 0.01
O -5.03 3.40 0.28 -0.67
C -3.90 3.86 0.16 0.64
C -2.75 3.18 0.80 0.43
C -2.94 2.00 1.52 -0.74
C -1.86 1.34 2.08 -0.51
C -0.57 1.85 1.92 -0.25
C -0.37 3.04 1.22 -0.81
C -1.46 3.71 0.66 0.14
C -1.24 4.97 -0.07 0.43
O -0.12 5.46 -0.14 -0.69
C -2.39 5.64 -0.72 0.19
C -2.19 6.82 -1.44 -0.51
C -3.26 7.43 -2.08 -0.47
C -4.53 6.87 -2.01 -0.47
C -4.74 5.71 -1.27 -0.53
C -3.67 5.09 -0.62 0.09
H -3.94 1.60 1.64 0.48
H -2.02 0.42 2.64 0.44
H 0.27 1.33 2.35 0.47
H 0.63 3.43 1.11 0.57
H -1.20 7.25 -1.51 0.45
H -3.10 8.34 -2.65 0.39
H -5.37 7.35 -2.51 0.39
H -5.73 5.28 -1.22 0.46
O -1.58 -2.74 -2.14 -0.68
C -1.42 -3.73 -1.45 0.47
C -1.98 -5.03 -1.86 0.21
C -2.67 -5.14 -3.07 -0.52
C -3.17 -6.37 -3.48 -0.47
C -2.97 -7.50 -2.70 -0.47
C -2.30 -7.40 -1.48 -0.54
C -1.81 -6.16 -1.06 0.18
C -1.11 -6.06 0.24 0.69
O -1.00 -7.04 0.96 -0.67
C -0.53 -4.76 0.65 0.20
C 0.16 -4.66 1.85 -0.54
C 0.73 -3.45 2.23 -0.87
C 0.62 -2.34 1.40 -0.82
C -0.08 -2.43 0.20 -0.70
C -0.66 -3.64 -0.18 0.16
H -2.82 -4.26 -3.69 0.46
H -3.70 -6.45 -4.43 0.39
H -3.35 -8.46 -3.03 0.39
H -2.15 -8.28 -0.87 0.46
H 0.26 -5.52 2.50 0.46
H 1.28 -3.37 3.16 0.46
H 1.07 -1.39 1.68 1.10
H -0.17 -1.56 -0.44 0.56

Record 6
68
Properties=species:S:1:pos:R:3:mulliken_charge:R:1 method="wB97M-V/def2-TZVPD" relative_energy_kcal_mol=0.0 orbital_gap_ev=6.1955 total_charge=+2
Ti -0.16 0.01 0.12 -1.07
C 2.42 1.98 0.26 -1.17
O 1.51 1.21 -0.56 1.01
C 1.89 1.07 -1.91 0.82
C 3.05 1.61 -2.44 -0.90
C 3.29 1.41 -3.80 -0.85
C 2.39 0.70 -4.59 -0.85
C 1.24 0.18 -4.04 -0.67
C 0.99 0.36 -2.68 0.13
N -0.14 -0.13 -1.98 1.67
N -0.98 -0.75 -2.71 -0.99
C -2.17 -1.20 -2.25 0.02
C -2.70 -0.82 -1.00 0.64
O -1.96 -0.11 -0.17 0.17
C -4.02 -1.15 -0.64 -1.03
C -4.78 -1.88 -1.51 -0.82
C -4.30 -2.31 -2.77 0.73
C -5.12 -3.06 -3.64 -0.90
C -4.65 -3.46 -4.86 -0.66
C -3.34 -3.12 -5.25 -0.70
C -2.52 -2.39 -4.43 -0.49
C -2.98 -1.97 -3.17 0.78
H 3.40 1.50 0.27 0.49
H 2.49 2.99 -0.14 0.51
H 1.99 2.01 1.26 -0.05
H 3.75 2.17 -1.85 0.49
H 4.18 1.82 -4.24 0.45
H 2.59 0.57 -5.64 0.44
H 0.52 -0.37 -4.64 0.48
H -4.40 -0.81 0.31 0.57
H -5.79 -2.14 -1.23 0.43
H -6.12 -3.32 -3.32 0.44
H -5.28 -4.03 -5.53 0.42
H -2.98 -3.43 -6.22 0.43
H -1.52 -2.14 -4.74 0.40
C 4.19 0.97 5.33 -0.48
C 3.53 1.93 4.58 -0.79
C 2.25 1.67 4.10 0.10
C 1.62 0.46 4.40 0.34
C 2.28 -0.48 5.19 -0.18
C 3.57 -0.23 5.64 -0.69
P -0.05 0.01 3.83 -0.39
C 0.38 -0.99 2.33 -0.07
C 1.62 -0.90 1.68 0.43
C 1.86 -1.56 0.47 -0.63
C 0.84 -2.33 -0.11 -0.34
C -0.38 -2.48 0.55 -0.64
C -0.60 -1.82 1.76 -0.22
C -0.55 1.47 2.84 0.48
C -1.11 2.55 3.51 -0.40
C -1.49 3.70 2.82 -0.72
C -1.33 3.76 1.44 -0.98
C -0.80 2.68 0.76 -0.41
C -0.40 1.54 1.45 0.97
H 5.19 1.17 5.71 0.42
H 4.00 2.88 4.37 0.44
H 1.73 2.44 3.54 0.30
H 1.78 -1.40 5.46 0.41
H 4.07 -0.97 6.25 0.43
H 2.40 -0.28 2.12 0.49
H 2.80 -1.44 -0.04 0.42
H 1.01 -2.81 -1.07 0.47
H -1.16 -3.08 0.11 0.43
H -1.57 -1.91 2.25 0.48
H -1.26 2.51 4.59 0.48
H -1.91 4.53 3.36 0.46
H -1.63 4.65 0.90 0.48
H -0.71 2.74 -0.33 0.53

Record 7
65
Properties=species:S:1:pos:R:3:mulliken_charge:R:1 method="wB97M-V/def2-TZVPD" orbital_gap_ev=3.9295 total_charge=0
C -5.79 -1.76 -2.79 -0.84
O -4.59 -1.51 -3.55 -0.45
C -3.46 -1.18 -2.86 1.18
C -2.25 -1.14 -3.60 -1.29
C -1.10 -0.67 -2.98 -0.65
C -1.17 -0.16 -1.68 0.28
C 0.04 0.55 -1.06 0.12
C 0.76 -0.30 -0.01 -0.47
C 2.10 -0.01 0.27 -1.29
C 2.78 -0.52 1.36 0.05
C 4.10 0.02 1.73 0.51
C 4.50 1.31 1.31 -0.11
C 5.74 1.83 1.65 -0.79
C 6.64 1.08 2.42 -0.33
C 6.27 -0.20 2.85 -0.68
C 5.02 -0.71 2.52 -0.39
C 2.14 -1.59 2.14 0.39
O 2.77 -2.22 3.02 -0.93
C 0.72 -1.89 1.84 -0.50
C -0.08 -2.75 2.72 0.54
C -1.50 -2.68 2.71 -0.36
C -2.27 -3.48 3.56 -0.70
C -1.65 -4.38 4.44 -0.35
C -0.25 -4.46 4.47 -0.68
C 0.51 -3.66 3.62 -0.32
C 0.14 -1.33 0.72 -0.62
C -2.34 -0.26 -0.94 -0.50
C -3.49 -0.80 -1.50 -0.86
H -6.50 -2.12 -3.54 0.25
H -5.62 -2.53 -2.03 0.36
H -6.16 -0.84 -2.32 0.33
H -2.25 -1.51 -4.63 0.49
H -0.14 -0.68 -3.50 0.46
H 0.77 0.69 -1.88 0.73
H 2.62 0.69 -0.39 0.95
H 3.81 1.92 0.73 0.25
H 6.02 2.83 1.31 0.35
H 7.62 1.48 2.68 0.35
H 6.94 -0.81 3.45 0.37
H 4.72 -1.69 2.89 0.40
H -2.00 -1.97 2.05 0.30
H -3.35 -3.40 3.53 0.36
H -2.25 -5.01 5.10 0.35
H 0.26 -5.14 5.15 0.37
H 1.60 -3.72 3.66 0.43
H -0.84 -1.68 0.40 0.97
H -2.38 0.07 0.11 0.53
H -4.41 -0.88 -0.91 0.38
C 1.16 3.66 -1.03 -1.11
Na -2.11 1.44 -4.10 0.92
C 0.91 2.68 -0.12 -1.11
C -0.35 1.91 -0.50 0.57
C -0.94 2.82 -1.58 0.07
C 0.05 3.73 -1.98 0.33
C -0.18 4.55 -3.09 -0.66
C -1.43 4.52 -3.70 -0.56
C -2.49 3.80 -3.12 -0.77
C -2.25 2.95 -2.03 -0.36
H 2.01 4.34 -1.07 0.49
H 1.49 2.43 0.77 0.88
H -1.05 1.74 0.33 0.63
H 0.63 5.19 -3.44 0.44
H -1.62 5.11 -4.60 0.44
H -3.51 3.91 -3.50 0.46
H -3.06 2.41 -1.52 0.44

| no. | total energy (hartree) |
| --- | --- |
| 1 | -4234.42992 |
| 2 | -6329.06718 |
| 3 | -2593.57268 |
| 4 | -3182.63219 |
| 5 | -1901.22210 |
| 6 | -2800.25691 |
| 7 | -1662.65257 |